1.
DFT (ωB97M-V/def2-TZVPD) results for an isolated molecule of C2H4O2S2 in a non-equilibrium geometry.

Geometry as XYZ:
```
10
Properties=species:S:1:pos:R:3:lowdin_charge:R:1
S 0.376 -0.634 1.667 0.830
S -1.619 0.611 -1.488 0.654
O 0.770 0.547 2.395 -0.313
O 0.442 -1.996 2.142 -0.349
C 0.422 -0.797 -0.087 -0.286
C 0.176 0.397 -0.883 -0.594
H 0.273 1.325 -0.258 0.073
H 0.052 -1.706 -0.513 0.074
H -1.692 1.893 -1.160 -0.175
H 0.800 0.358 -1.815 0.086
```

As for the SMILES: O=S(=O)=CCS. For the energy above the lowest of the compared OMol25 structures with the same formula, charge and spin, the calculation gives 75.2 kcal/mol. For the LUMO energy (alpha / beta), the calculation gives -1.2832 / -1.2823 eV. For the largest force on an atom, the calculation gives 4.3 eV/Å. As for the HOMO-LUMO gap (alpha / beta): 8.029 / 8.031 eV. The value obtained for the total energy is -27901.0744 eV.


2.
DFT (ωB97M-V/def2-TZVPD) results for an isolated molecule of C2H4O2S2 in a non-equilibrium geometry.

Geometry as XYZ:
```
10
Properties=species:S:1:pos:R:3:lowdin_charge:R:1
S 1.069 -1.448 -0.572 0.597
S -0.411 -1.252 0.774 0.467
O 0.759 1.417 -0.254 0.004
O 2.220 -0.263 -0.045 -0.432
C -1.818 -0.323 -0.033 -0.393
C 1.837 0.983 0.049 -0.499
H -2.035 0.509 0.586 0.012
H 2.657 1.698 0.506 0.175
H -2.610 -1.137 0.071 0.042
H -1.667 -0.182 -1.083 0.027
```

As for the SMILES: CSSOC=O. For the energy above the lowest of the compared OMol25 structures with the same formula, charge and spin, the calculation gives 18.4 kcal/mol. For the LUMO energy, the calculation gives 0.5068 eV. For the largest force on an atom, the calculation gives 3.4 eV/Å. As for the HOMO-LUMO gap: 9.993 eV. The value obtained for the total energy is -27903.5382 eV.


3.
DFT (ωB97M-V/def2-TZVPD) results for a structure of composition C2H4O2Si in a non-equilibrium geometry.

Geometry as XYZ:
```
9
Properties=species:S:1:pos:R:3:lowdin_charge:R:1
Si -0.310 -0.217 -0.123 0.635
O -1.726 -0.830 -0.007 -0.043
O -0.327 0.757 -2.281 -0.380
C 1.220 -0.730 0.693 -0.161
C 0.803 0.464 1.139 -0.165
H -2.446 -0.824 -0.542 0.026
H 1.261 1.004 1.984 0.060
H -0.367 1.748 -2.144 -0.033
H 1.892 -1.372 1.280 0.060
```

For the energy above the lowest of the compared OMol25 structures with the same formula, charge and spin, the calculation gives 73.3 kcal/mol. For the LUMO energy, the calculation gives 0.0741 eV. For the largest force on an atom, the calculation gives 5.5 eV/Å. As for the HOMO-LUMO gap: 9.879 eV. The value obtained for the total energy is -14108.8624 eV.


4.
DFT (ωB97M-V/def2-TZVPD) results for a structure of composition C2H4O2Sm in a non-equilibrium geometry.

Geometry as XYZ:
```
9
Properties=species:S:1:pos:R:3:lowdin_charge:R:1
Sm 2.531 -0.913 -0.312 2.133
O 0.342 -0.572 0.728 -0.212
O 2.688 1.256 -0.030 -0.421
C -1.527 0.046 -0.502 0.242
C -0.899 -0.699 0.512 -0.215
H -2.611 -0.002 -0.602 0.115
H 1.834 1.731 0.362 0.098
H -1.439 -1.532 0.985 0.157
H -0.919 0.685 -1.142 0.104
```

As for the spin multiplicity: 7. For the LUMO energy (alpha / beta), the calculation gives -12.7468 / -10.7909 eV. For the largest force on an atom, the calculation gives 4.6 eV/Å. As for the HOMO-LUMO gap (alpha / beta): 6.184 / 9.208 eV. The total charge is +2. The value obtained for the total energy is -24117.1944 eV.


5.
DFT (ωB97M-V/def2-TZVPD) results for a cluster of 2 separate species, C2H4O3 in total in a non-equilibrium geometry.

Geometry as XYZ:
```
9
Properties=species:S:1:pos:R:3:lowdin_charge:R:1
O 1.315 -1.113 0.487 0.132
O 0.153 0.333 2.010 0.031
O -0.797 -0.665 1.629 0.054
C -0.721 0.719 -1.589 0.124
C 0.245 -0.414 0.800 -0.397
H 0.037 0.136 -2.129 0.016
H 1.868 -1.040 1.245 0.105
H -1.632 0.388 -1.150 -0.011
H -0.469 1.655 -1.304 -0.054
```

For the energy above the lowest of the compared OMol25 structures with the same formula, charge and spin, the calculation gives 189.2 kcal/mol. For the LUMO energy (alpha / beta), the calculation gives -0.2859 / 0.1837 eV. For the largest force on an atom, the calculation gives 3.2 eV/Å. As for the HOMO-LUMO gap (alpha / beta): 8.709 / 9.586 eV. The value obtained for the total energy is -8273.3552 eV.


6.
DFT (ωB97M-V/def2-TZVPD) results for a cluster of 2 separate species, C2H4O3P in total in a non-equilibrium geometry.

Geometry as XYZ:
```
10
Properties=species:S:1:pos:R:3:lowdin_charge:R:1
P 3.063 0.100 0.142 0.361
O 4.034 0.721 -0.765 -0.501
O 2.913 -1.382 0.261 -0.512
O -0.250 1.853 0.860 -0.054
C 0.150 1.451 -1.683 -0.132
C 0.318 1.492 -0.164 -0.309
H 0.795 2.213 -1.875 0.014
H 0.657 0.419 -1.969 0.106
H -0.820 1.580 -2.181 0.049
H 3.184 0.744 1.524 -0.021
```

For the energy above the lowest of the compared OMol25 structures with the same formula, charge and spin, the calculation gives 81.0 kcal/mol. For the LUMO energy (alpha / beta), the calculation gives 3.9929 / 3.8058 eV. For the largest force on an atom, the calculation gives 4.3 eV/Å. As for the HOMO-LUMO gap (alpha / beta): 7.057 / 5.996 eV. The total charge is -1. The value obtained for the total energy is -17569.7231 eV.


7.
DFT (ωB97M-V/def2-TZVPD) results for the ion C2H4O3P with charge -1 in a non-equilibrium geometry.

Geometry as XYZ:
```
10
Properties=species:S:1:pos:R:3:lowdin_charge:R:1
P 1.610 -0.147 0.063 0.274
O 2.660 0.620 -0.654 -0.387
O 1.863 -1.530 0.561 -0.386
O 0.709 0.835 1.058 -0.240
C -0.045 0.460 -0.177 -0.427
C -1.394 -0.239 0.026 -0.121
H -1.168 -1.024 0.756 0.067
H -0.275 1.254 -0.945 0.102
H -2.159 0.530 0.179 0.055
H -1.801 -0.760 -0.867 0.064
```

As for the SMILES: C[C@H]1O[P@@]1(=O)[O-]. For the energy above the lowest of the compared OMol25 structures with the same formula, charge and spin, the calculation gives 12.2 kcal/mol. For the LUMO energy, the calculation gives 4.1549 eV. For the largest force on an atom, the calculation gives 2.0 eV/Å. As for the HOMO-LUMO gap: 8.845 eV. The total charge is -1. The value obtained for the total energy is -17572.7029 eV.


8.
DFT (ωB97M-V/def2-TZVPD) results for the ion C2H4O3P with charge -1 in a non-equilibrium geometry.

Geometry as XYZ:
```
10
Properties=species:S:1:pos:R:3:lowdin_charge:R:1
P 0.841 -1.711 0.015 0.507
O -1.279 -0.783 -1.463 0.026
O 0.715 -1.998 1.416 -0.431
O 2.512 -1.014 -0.327 -0.640
C -0.441 -0.527 -0.688 -0.581
C -0.314 0.816 0.022 -0.072
H 0.405 -2.837 -0.684 -0.006
H -0.058 0.299 1.025 0.083
H 0.568 1.246 -0.428 0.068
H -1.137 1.464 0.158 0.046
```

As for the SMILES: CC(=O)[P@@H](=O)[O-]. For the energy above the lowest of the compared OMol25 structures with the same formula, charge and spin, the calculation gives 62.7 kcal/mol. For the LUMO energy, the calculation gives 4.0224 eV. For the largest force on an atom, the calculation gives 8.8 eV/Å. As for the HOMO-LUMO gap: 8.153 eV. The total charge is -1. The value obtained for the total energy is -17570.5138 eV.


9.
DFT (ωB97M-V/def2-TZVPD) results for a cluster of 2 separate species, C2H4O3P in total in a non-equilibrium geometry.

Geometry as XYZ:
```
10
Properties=species:S:1:pos:R:3:lowdin_charge:R:1
P -0.613 -1.641 0.040 0.395
O -1.037 -2.522 1.161 -0.455
O -0.851 -1.974 -1.375 -0.448
O 3.815 -1.305 -0.095 -0.138
C 2.799 -0.618 -0.032 -0.164
C -1.171 0.171 0.366 -0.257
H -1.969 0.313 1.115 0.003
H -1.617 0.685 -0.527 0.008
H 2.797 0.547 0.044 0.008
H -0.188 0.859 0.505 0.048
```

For the energy above the lowest of the compared OMol25 structures with the same formula, charge and spin, the calculation gives 85.8 kcal/mol. For the LUMO energy (alpha / beta), the calculation gives 3.8530 / 3.3879 eV. For the largest force on an atom, the calculation gives 3.5 eV/Å. As for the HOMO-LUMO gap (alpha / beta): 7.995 / 5.512 eV. The total charge is -1. The value obtained for the total energy is -17569.5114 eV.


10.
DFT (ωB97M-V/def2-TZVPD) results for a cluster of 2 separate species, C2H4O3S2 in total in a non-equilibrium geometry.

Geometry as XYZ:
```
11
Properties=species:S:1:pos:R:3:lowdin_charge:R:1
S 2.476 -1.974 -3.002 0.888
S 0.158 2.071 0.414 0.777
O 1.968 -1.644 -4.324 -0.436
O 1.588 -2.698 -2.140 -0.447
O 1.603 0.649 -1.082 -0.048
C -0.125 -0.677 0.019 -0.093
C 0.680 0.542 -0.323 -0.886
H 0.497 -1.658 0.002 0.103
H -0.429 -0.751 1.092 0.078
H 1.397 2.689 0.120 -0.058
H -1.039 -0.517 -0.665 0.123
```

For the energy above the lowest of the compared OMol25 structures with the same formula, charge and spin, the calculation gives 13.6 kcal/mol. For the LUMO energy, the calculation gives -0.9661 eV. For the largest force on an atom, the calculation gives 2.4 eV/Å. As for the HOMO-LUMO gap: 8.956 eV. The value obtained for the total energy is -29950.8324 eV.